Version i
7
Properties=species:S:1:pos:R:3:nbo_charge:R:1 method="wB97M-V/def2-TZVPD" spin_multiplicity=1 lumo_ev=0.8 gap_ev=10.49
N 1.0428 -0.2256 0.0790 -0.817
C -0.2316 0.1435 0.2244 0.715
F -0.5334 1.0063 1.2037 -0.296
N -0.9962 -0.3577 -0.6478 -0.189
F -2.3605 -0.1961 -0.6012 -0.225
H 1.1981 -0.5590 -0.7867 0.401
H 1.8808 0.1886 0.5286 0.411

***

Version ii
7
Properties=species:S:1:pos:R:3:nbo_charge:R:1 method="wB97M-V/def2-TZVPD" spin_multiplicity=1 lumo_ev=0.6 gap_ev=11.58
N 2.1887 0.1888 0.5662 -0.400
C 1.8537 -0.8114 0.1621 0.641
F 1.7582 -1.9827 -0.3035 -0.240
N -1.5108 0.2955 -0.2336 -0.401
F -0.2805 1.0146 0.2068 -0.285
H -1.8911 0.8688 -1.0103 0.342
H -2.1182 0.4265 0.6122 0.344

***

The least stable of them is version ii.

***

Version i
21
Properties=species:S:1:pos:R:3:nbo_charge:R:1 method="wB97M-V/def2-TZVPD" spin_multiplicity=1 lumo_ev=1.1 gap_ev=11.26
C 0.0294 1.4114 0.7957 -0.625
C -0.0133 0.6279 -0.5161 -0.210
C -1.0992 -0.4846 -0.4889 -0.202
C -2.4039 -0.2591 0.2640 -0.615
C 0.0029 -1.4280 0.0851 -0.400
C 1.0326 -0.4868 -0.6092 -0.206
C 2.4278 -0.0086 -0.2335 -0.612
H 0.9468 2.0022 0.8832 0.212
H -0.0276 0.7634 1.6789 0.202
H -0.8214 2.0986 0.8387 0.213
H 0.0871 1.3407 -1.3481 0.197
H -1.3235 -0.7963 -1.5177 0.201
H -2.2300 -0.0280 1.3211 0.204
H -2.9625 0.5794 -0.1720 0.210
H -3.0488 -1.1445 0.2190 0.212
H -0.0141 -2.4783 -0.2253 0.205
H 0.0233 -1.3889 1.1810 0.197
H 1.0742 -0.8286 -1.6526 0.194
H 2.5175 0.9484 -0.7796 0.206
H 2.5477 0.2133 0.8359 0.206
H 3.2550 -0.6537 -0.5596 0.212

***

Version ii
21
Properties=species:S:1:pos:R:3:nbo_charge:R:1 method="wB97M-V/def2-TZVPD" spin_multiplicity=1 lumo_ev=1.1 gap_ev=10.48
C -0.8215 1.7380 0.8655 -0.615
C -0.2219 1.0450 -0.3415 -0.220
C -0.6407 -0.3003 -0.9089 -0.216
C -1.7735 -1.1479 -0.3660 -0.614
C 0.6787 -0.1543 -0.1893 -0.060
C 0.8341 -0.7889 1.1790 -0.609
C 1.9599 -0.1452 -0.9973 -0.589
H -1.3572 2.6460 0.5684 0.215
H -0.0208 2.0376 1.5546 0.209
H -1.5194 1.1098 1.4287 0.205
H 0.1117 1.7486 -1.1046 0.208
H -0.5506 -0.3698 -1.9937 0.208
H -1.4839 -2.2053 -0.3186 0.210
H -2.6537 -1.0769 -1.0145 0.215
H -2.0874 -0.8506 0.6397 0.204
H 1.6133 -0.2780 1.7583 0.209
H 1.1312 -1.8406 1.0821 0.211
H -0.0877 -0.7604 1.7674 0.212
H 1.8014 0.2986 -1.9870 0.207
H 2.7257 0.4506 -0.4831 0.205
H 2.3625 -1.1558 -1.1391 0.205

***

Version iii
21
Properties=species:S:1:pos:R:3:nbo_charge:R:1 method="wB97M-V/def2-TZVPD" spin_multiplicity=1 lumo_ev=1.1 gap_ev=10.03
C -2.3897 -0.0792 1.0138 -0.653
C -1.9143 0.0730 -0.4032 -0.196
C -0.9957 0.9255 -0.8583 -0.175
C -0.2198 1.9377 -0.0652 -0.656
H -1.7455 0.4400 1.7296 0.208
H -3.4043 0.3221 1.1304 0.220
H -2.4306 -1.1367 1.3008 0.214
H -2.3788 -0.5977 -1.1269 0.196
H -0.7656 0.8962 -1.9231 0.199
H 0.8271 1.9581 -0.3893 0.217
H -0.2342 1.7332 1.0098 0.207
H -0.6246 2.9467 -0.2155 0.220
C 0.9950 -1.7719 -0.9886 -0.395
C 2.0737 -1.0860 -0.6246 -0.182
C 2.2752 -0.4900 0.7400 -0.651
H 0.8899 -2.1952 -1.9840 0.198
H 0.1654 -1.9241 -0.3013 0.192
H 2.8805 -0.9432 -1.3441 0.192
H 1.3249 -0.4198 1.2810 0.212
H 2.9611 -1.1028 1.3383 0.220
H 2.7103 0.5141 0.6803 0.213

***

Version iv
21
Properties=species:S:1:pos:R:3:nbo_charge:R:1 method="wB97M-V/def2-TZVPD" spin_multiplicity=1 lumo_ev=0.8 gap_ev=8.99
C -1.7085 -1.4544 -0.4908 -0.611
C -0.7579 -0.3513 -0.9490 -0.380
C -1.2961 1.0029 -0.9007 -0.075
C 0.0597 1.5672 0.8202 -0.631
C 0.3638 0.1681 0.0671 0.019
C 0.5172 -0.7876 1.2518 -0.608
C 1.6902 0.2724 -0.7031 -0.615
H -1.2244 -2.4338 -0.3936 0.203
H -2.5088 -1.5562 -1.2328 0.219
H -2.1852 -1.1978 0.4586 0.214
H -0.2697 -0.6438 -1.8900 0.203
H -0.6369 1.6140 -1.5495 0.105
H -0.1597 2.4992 0.2864 0.243
H 1.0141 1.7371 1.3214 0.202
H -0.7185 1.4584 1.5805 0.228
H 1.2900 -0.3842 1.9181 0.214
H 0.8150 -1.7954 0.9456 0.213
H -0.4123 -0.8562 1.8228 0.220
H 1.5677 0.7679 -1.6728 0.215
H 2.4230 0.8445 -0.1230 0.209
H 2.1220 -0.7192 -0.8941 0.214

***

The least stable of them is version iv.

***

Version i
10
Properties=species:S:1:pos:R:3:nbo_charge:R:1 method="wB97M-V/def2-TZVPD" spin_multiplicity=1 lumo_ev=-0.4 gap_ev=8.29
C -2.0486 -0.2203 -0.1799 -0.768
C 1.0409 0.8166 -0.0554 0.013
H -2.6973 -1.3357 -1.1911 0.275
H -2.4460 -0.1769 0.9850 0.250
H -1.9225 1.0770 -0.7274 0.253
H 0.5984 1.8414 0.3072 0.197
H 2.1954 -1.5243 0.9134 0.112
N 2.2630 0.7772 0.0054 -0.599
S -0.1353 -0.6218 0.1023 0.082
S 3.1520 -0.6330 -0.1595 0.185

***

Version ii
10
Properties=species:S:1:pos:R:3:nbo_charge:R:1 method="wB97M-V/def2-TZVPD" spin_multiplicity=1 lumo_ev="-1.7 / -1.8" gap_ev="6.91 / 6.74"
C -0.0676 -0.1858 -0.8487 -0.488
C 1.0181 -0.3732 0.1856 -0.644
N -2.5432 0.5700 0.0473 -0.888
S -1.7610 -0.7329 -0.3329 0.939
S -0.0836 -1.3529 -2.2379 -0.201
H -0.1613 0.8448 -1.1850 0.238
H 1.3738 -1.4011 0.1864 0.229
H 0.6385 -0.1259 1.1757 0.216
H 1.8586 0.2819 -0.0433 0.230
H -3.5484 0.4717 -0.0008 0.370

***

The least stable of them is version i.